A structure of composition C30H24Cl5N4Se3TeTl, computed with ωB97M-V with the def2-TZVPD basis set.

Charge: -2
HOMO: -1.5 eV
Relative energy (zero: lowest compared OMol25 entry of this formula, charge and spin): 0.0000 eV
Molecular weight: 1186.68 g/mol
Total energy: -11322.44282 Eh
LUMO level: 3.65 eV

Last column: Löwdin charge in e.
Positions of all 68 atoms, in Å:
Tl1 1.132 1.342 -1.646  0.297
Te1 0.721 3.853 -4.983  0.121
Se1 1.664 1.593 -4.589  -0.262
Se2 -1.212 3.718 -3.368  -0.228
Se3 -0.060 3.617 -1.348  -0.027
Cl1 3.542 3.785 -1.951  0.658
Cl2 7.933 0.758 -1.220  0.635
Cl3 6.610 3.553 -1.581  0.643
Cl4 3.097 -1.583 -1.552  0.708
Cl5 6.164 -1.806 -1.226  0.639
N1 1.309 0.005 0.685  -0.011
N2 -4.555 -7.073 -2.381  0.119
N3 -1.890 1.046 0.872  0.069
N4 2.057 2.933 0.960  -0.027
C1 -0.558 0.983 4.867  -0.157
C2 -4.336 0.003 -1.625  -0.126
C3 -1.498 -2.661 -2.097  -0.220
C4 -5.111 -0.784 0.489  -0.156
C5 2.525 1.119 2.550  -0.185
C6 -0.046 -0.458 -1.944  -0.143
C7 -2.068 -4.748 -3.173  -0.045
C8 3.401 1.110 -1.602  -0.316
C9 -2.537 -2.861 -1.177  -0.003
C10 6.216 0.890 -1.388  -0.711
C11 -1.119 2.162 2.834  -0.060
C12 4.234 2.223 -1.667  -0.706
C13 -0.652 2.165 4.135  -0.146
C14 4.037 -0.119 -1.498  -0.689
C15 -3.092 -4.942 -2.247  -0.253
C16 -5.300 -0.689 -0.882  -0.166
C17 -3.998 -0.236 1.113  -0.070
C18 -3.327 -3.991 -1.253  -0.019
C19 -2.989 0.444 0.375  -0.322
C20 2.375 -0.117 1.677  -0.257
C21 -1.281 -3.616 -3.096  -0.024
C22 3.050 2.374 1.865  -0.270
C23 -1.440 -0.213 2.954  -0.066
C24 -3.905 -6.125 -2.323  -0.205
C25 -3.225 0.551 -1.027  -0.058
C26 -0.689 -1.484 -2.017  -0.116
C27 -0.953 -0.201 4.250  -0.127
C28 -1.543 0.974 2.184  -0.350
C29 5.422 -0.250 -1.383  -0.706
C30 5.619 2.136 -1.545  -0.705
H1 3.314 -0.305 1.146  0.091
H2 -4.138 -4.130 -0.551  0.116
H3 -3.909 -0.313 2.189  0.083
H4 3.363 3.082 2.649  0.100
H5 2.382 3.772 0.496  0.018
H6 -0.489 -3.450 -3.814  0.117
H7 1.193 3.144 1.448  0.048
H8 -2.494 1.097 -1.611  0.078
H9 -1.899 -5.485 -3.948  0.109
H10 -4.457 0.110 -2.698  0.095
H11 3.206 0.864 3.369  0.108
H12 -2.733 -2.105 -0.429  0.100
H13 -1.195 3.082 2.263  0.099
H14 -0.349 3.104 4.589  0.090
H15 -6.168 -1.127 -1.361  0.073
H16 3.947 2.134 1.282  0.104
H17 2.208 -0.976 2.342  0.108
H18 -0.180 0.982 5.881  0.076
H19 1.558 1.344 3.014  0.086
H20 0.422 0.263 1.112  0.045
H21 -0.875 -1.139 4.792  0.087
H22 -1.727 -1.152 2.495  0.103
H23 1.150 -0.885 0.225  0.024
H24 -5.853 -1.292 1.100  0.083

Atoms 1-6, force components in eV/Å:
Tl 0.3 0.0 -0.4
Te 0.0 0.0 0.0
Se 0.0 0.0 0.0
Se 0.0 0.0 0.0
Se -0.1 0.0 0.1
Cl 0.0 0.0 0.0


A structure of composition C38H38CoN6S3, computed with ωB97M-V with the def2-TZVPD basis set.

Multiplicity: 5
Charge: +3
HOMO (spin up / spin down): -16.5 / -16.5 eV
Relative energy (zero: lowest compared OMol25 entry of this formula, charge and spin): 0.8101 eV
Molecular weight: 733.90 g/mol
Total energy: -4375.57378 Eh
LUMO level (spin up / spin down): -7.49 / -10.58 eV
⟨S²⟩: 6.017

Last column: Löwdin charge in e.
Positions of all 86 atoms, in Å:
Co1 1.846 2.003 0.554  0.734
S1 -1.051 -0.654 -0.969  0.926
S2 1.350 -1.150 0.445  0.824
S3 -1.440 1.662 0.502  0.886
N1 2.024 0.163 0.424  -0.366
N2 4.019 2.209 0.776  -0.029
N3 -1.825 0.659 -0.652  -0.364
N4 0.012 2.111 0.696  -0.235
N5 -0.252 -1.227 0.225  -0.342
N6 2.135 4.162 0.605  -0.030
C1 3.040 -3.908 -2.701  -0.031
C2 3.557 4.542 0.393  -0.205
C3 -3.451 -0.561 3.136  -0.027
C4 -3.803 5.312 -0.574  -0.011
C5 2.015 -2.257 -0.762  -0.315
C6 -4.113 4.102 -1.186  -0.024
C7 1.528 -0.062 -4.600  -0.015
C8 2.448 -2.087 4.162  -0.039
C9 1.329 -3.423 -1.084  -0.080
C10 1.703 -3.232 4.423  -0.028
C11 -2.807 -0.245 4.329  -0.016
C12 3.715 -2.741 -2.363  -0.037
C13 -2.787 5.394 0.376  -0.032
C14 1.854 -4.252 -2.060  -0.041
C15 0.819 -3.733 3.474  -0.035
C16 -1.753 0.661 4.355  -0.031
C17 -4.021 -2.482 -2.864  -0.024
C18 1.246 1.025 -3.775  -0.037
C19 0.423 0.865 -2.675  -0.066
C20 2.322 -1.440 2.941  -0.058
C21 4.399 3.578 1.199  -0.208
C22 0.682 -3.102 2.251  -0.058
C23 -1.976 0.917 2.000  -0.318
C24 -2.067 4.262 0.713  -0.059
C25 -4.159 -3.658 -2.131  -0.012
C26 1.439 -1.962 2.005  -0.309
C27 -3.352 -3.911 -1.027  -0.026
C28 -2.267 -1.829 -1.396  -0.339
C29 -3.067 -1.550 -2.503  -0.050
C30 0.145 -1.489 -3.248  -0.054
C31 -0.102 -0.397 -2.424  -0.320
C32 0.971 -1.309 -4.344  -0.023
C33 -3.039 0.017 1.949  -0.049
C34 -2.387 -2.992 -0.645  -0.053
C35 -3.409 2.956 -0.869  -0.042
C36 -1.324 1.258 3.181  -0.052
C37 3.207 -1.902 -1.380  -0.049
C38 -2.399 3.063 0.077  -0.310
H1 1.341 -5.171 -2.317  0.127
H2 0.240 -4.622 3.687  0.124
H3 2.169 0.072 -5.463  0.129
H4 -3.538 -0.211 1.015  0.117
H5 0.403 -3.687 -0.583  0.095
H6 4.408 1.511 1.402  0.102
H7 1.524 4.672 -0.026  0.106
H8 3.447 -4.563 -3.462  0.126
H9 4.172 3.681 2.260  0.128
H10 3.754 5.571 0.684  0.134
H11 2.888 -0.548 2.710  0.093
H12 3.136 -1.704 4.906  0.122
H13 1.859 4.453 1.540  0.108
H14 -4.906 -4.383 -2.424  0.129
H15 1.821 -3.745 5.369  0.126
H16 3.779 4.443 -0.670  0.127
H17 -0.008 -3.489 1.512  0.087
H18 1.647 2.002 -4.010  0.121
H19 -0.298 -2.457 -3.047  0.124
H20 -2.945 -0.632 -3.068  0.130
H21 -2.563 6.338 0.856  0.126
H22 4.436 2.016 -0.132  0.109
H23 4.645 -2.487 -2.857  0.124
H24 -1.757 -3.157 0.217  0.092
H25 -3.139 -0.703 5.252  0.128
H26 1.166 -2.142 -5.009  0.131
H27 -4.359 6.201 -0.838  0.130
H28 5.459 3.778 1.060  0.134
H29 -4.286 -1.249 3.134  0.127
H30 3.712 -0.989 -1.094  0.103
H31 0.159 1.707 -2.050  0.091
H32 -1.276 0.917 5.292  0.125
H33 -3.473 -4.827 -0.464  0.127
H34 -4.655 -2.295 -3.721  0.129
H35 -3.638 2.011 -1.343  0.111
H36 -1.280 4.298 1.457  0.108
H37 -0.510 1.970 3.181  0.105
H38 -4.911 4.052 -1.915  0.129

Atoms 1-6, force components in eV/Å:
Co 0.4 0.6 -0.1
S 0.4 -0.6 0.0
S 0.3 0.4 0.0
S -0.4 -0.4 0.0
N 0.4 -0.7 -0.1
N -0.1 0.1 0.2


A cluster of 2 separate species, C18H19N4O7 in total, computed with ωB97M-V with the def2-TZVPD basis set.

Charge: -1
HOMO: -4.2 eV
Relative energy (zero: lowest compared OMol25 entry of this formula, charge and spin): 0.5549 eV
Molecular weight: 403.37 g/mol
Total energy: -1442.76721 Eh
LUMO level: 0.64 eV

Last column: natural (NBO) charge in e.
Positions of all 48 atoms, in Å:
O1 -1.680 1.935 0.781  -0.719
O2 4.954 2.270 -2.651  -0.414
O3 1.199 1.207 1.893  -0.652
O4 -0.345 1.331 -4.390  -0.154
O5 1.462 -0.768 0.744  -0.555
O6 3.986 0.968 -4.136  -0.378
O7 -1.999 1.094 -2.809  -0.357
N1 1.022 1.529 -4.425  -0.098
N2 -0.803 1.208 -3.055  0.407
N3 1.030 4.536 1.180  -0.312
N4 3.928 1.759 -3.169  0.504
C1 -1.227 -2.710 1.078  -0.384
C2 2.908 -0.651 0.796  -0.084
C3 -0.871 -1.514 1.964  -0.404
C4 -1.785 0.747 1.204  0.500
C5 -3.155 0.300 1.716  -0.483
C6 1.208 3.631 0.459  0.310
C7 3.472 -1.996 1.177  -0.624
C8 1.409 1.559 -3.125  0.100
C9 1.406 2.672 -0.581  -0.224
C10 2.652 2.065 -2.588  -0.035
C11 0.725 0.231 1.337  0.797
C12 -2.445 -2.541 0.164  -0.404
C13 -3.721 -2.097 0.905  -0.399
C14 -0.699 -0.176 1.256  -0.429
C15 -3.989 -0.590 0.810  -0.383
C16 2.546 2.782 -1.398  -0.054
C17 0.387 1.748 -0.914  -0.061
C18 0.330 1.371 -2.253  0.025
H1 -4.574 -2.627 0.452  0.193
H2 -2.223 -1.855 -0.666  0.209
H3 3.365 3.433 -1.083  0.258
H4 -5.034 -0.436 1.101  0.189
H5 3.004 -2.803 0.610  0.212
H6 -1.584 -1.419 2.799  0.187
H7 3.178 0.123 1.528  0.210
H8 -3.013 -0.161 2.702  0.197
H9 -2.630 -3.526 -0.299  0.190
H10 3.322 -2.201 2.241  0.205
H11 -3.663 -2.410 1.957  0.189
H12 3.218 -0.339 -0.211  0.171
H13 -0.537 1.655 -0.313  0.338
H14 -1.417 -3.575 1.736  0.176
H15 -3.694 1.248 1.831  0.224
H16 4.548 -2.016 0.997  0.204
H17 -3.913 -0.275 -0.239  0.207
H18 0.094 -1.763 2.429  0.204
H19 -0.350 -2.953 0.453  0.202

Atoms 1-6, force components in eV/Å:
O -0.5 -0.3 0.3
O -1.9 -0.8 -0.8
O 0.3 -0.7 -0.6
O -0.1 -0.5 1.0
O 1.2 0.5 0.3
O -0.5 1.4 1.7